1 | Density functional theory data (wB97M-V/def2-TZVPD) for an isolated ion of composition C4H12NS and charge +1.

Output
Highest occupied orbital energy ... -0.4821 Eh
M ... 106.2 g/mol
Kohn-Sham gap ... 9.447 eV
SMILES ... C[C@H]([NH3+])CCS

```
! RIJCOSX wB97M-V def2-TZVPD def2/J DEFGRID3
* xyz 1 1
C 1.655 0.486 -1.288
C 0.641 0.227 -0.182
C -0.753 -0.086 -0.644
C -1.836 -0.310 0.432
S -1.734 0.839 1.859
N 1.112 -0.764 0.838
H 1.950 -0.495 -1.758
H 2.604 0.859 -0.827
H 1.152 1.099 -2.030
H 0.631 1.195 0.390
H -1.105 0.836 -1.217
H -0.582 -0.988 -1.360
H -1.697 -1.221 0.875
H -2.769 -0.300 -0.030
H -2.934 1.515 1.596
H 1.278 -1.662 0.444
H 0.372 -0.701 1.572
H 2.015 -0.529 1.329
*
```



2 | Density functional theory data (wB97M-V/def2-TZVPD) for a 2-piece molecular cluster, C4H12NS overall.

Output
Highest occupied orbital energy ... -0.4907 Eh
M ... 106.2 g/mol
Kohn-Sham gap ... 8.109 eV

```
! RIJCOSX wB97M-V def2-TZVPD def2/J DEFGRID3
* xyz 1 1
C 1.461 1.384 -1.266
C 0.750 1.472 0.074
C 1.162 0.325 1.008
S -0.228 -0.050 2.146
H 1.233 2.249 -1.886
H 1.148 0.510 -1.837
H 2.539 1.329 -1.149
H 0.990 2.416 0.559
H -0.336 1.448 -0.067
H 2.034 0.590 1.599
H 1.374 -0.572 0.438
H 0.408 -0.945 2.915
C -2.424 -2.235 -0.399
N -1.754 -1.161 -0.460
H -3.012 -2.552 -1.251
H -2.395 -2.809 0.518
H -1.270 -0.772 0.383
H -1.681 -0.628 -1.322
*
```



Decreasing stability: 1, 2



1 | Density functional theory data (wB97M-V/def2-TZVPD) for an isolated ion of composition C3H8N3 and charge +1.

Output
Highest occupied orbital energy (alpha / beta) ... -0.4950 / -0.4950 Eh
M ... 86.1 g/mol
Kohn-Sham gap (alpha / beta) ... 8.408 / 8.409 eV
SMILES ... [NH+]#C[C@@H](N)CN

```
! RIJCOSX wB97M-V def2-TZVPD def2/J DEFGRID3
* xyz 1 1
C 0.185 0.432 0.507
C 1.522 0.075 0.254
C -0.903 -0.519 -0.440
N -0.041 1.770 0.112
N 2.398 -0.360 -0.423
N -1.625 -1.490 0.237
H -0.127 0.211 1.458
H -1.448 0.316 -0.749
H -0.336 -0.921 -1.348
H 0.086 2.585 0.756
H 3.347 -0.338 -0.677
H -2.081 -1.157 1.033
H 0.485 1.828 -0.784
H -1.463 -2.430 0.065
*
```



2 | Density functional theory data (wB97M-V/def2-TZVPD) for an isolated ion of composition C3H8N3 and charge +1.

Output
Highest occupied orbital energy (alpha / beta) ... -0.4476 / -0.4475 Eh
M ... 86.1 g/mol
Kohn-Sham gap (alpha / beta) ... 6.382 / 6.378 eV

```
! RIJCOSX wB97M-V def2-TZVPD def2/J DEFGRID3
* xyz 1 1
C 1.683 -0.828 0.934
C -0.636 -0.802 0.254
C -0.429 1.521 -0.956
N 0.744 -0.972 0.034
N -0.644 1.779 0.406
N -1.171 0.631 -0.098
H 1.428 -0.543 1.944
H 2.716 -0.938 0.650
H -1.212 -1.474 -0.386
H -0.887 -0.941 1.312
H -0.976 2.076 -1.713
H 0.544 1.148 -1.280
H 1.030 -1.207 -0.916
H -2.189 0.551 -0.185
*
```



Decreasing stability: 1, 2



1 | Density functional theory data (wB97M-V/def2-TZVPD) for an isolated ion of composition C3H8N3 and charge +1.

Output
Highest occupied orbital energy ... -0.5623 Eh
M ... 86.1 g/mol
Kohn-Sham gap ... 11.869 eV
SMILES ... C1[NH2+]CN2N[C@@H]12

```
! RIJCOSX wB97M-V def2-TZVPD def2/J DEFGRID3
* xyz 1 1
C 0.647 -0.989 0.242
C 0.111 1.271 0.227
C -0.788 -0.787 0.514
N 1.009 0.328 -0.448
N -1.103 0.604 0.444
N -1.329 -0.171 -0.754
H 1.172 -1.173 1.253
H 0.916 -1.733 -0.542
H 0.638 1.469 1.153
H -0.022 2.262 -0.210
H -1.477 -1.494 0.963
H 2.049 0.524 -0.712
H 0.469 0.098 -1.274
H -2.293 -0.210 -0.855
*
```



2 | Density functional theory data (wB97M-V/def2-TZVPD) for a 2-piece molecular cluster, C3H8N3 overall.

Output
Highest occupied orbital energy (alpha / beta) ... -0.4827 / -0.4949 Eh
M ... 86.1 g/mol
Kohn-Sham gap (alpha / beta) ... 8.525 / 9.210 eV

```
! RIJCOSX wB97M-V def2-TZVPD def2/J DEFGRID3
* xyz 1 1
C -0.455 -1.268 0.316
C 0.793 -0.712 -0.178
C -0.075 0.917 1.576
N 0.059 0.480 -2.571
N 0.804 -0.397 -2.432
N -0.207 0.182 0.322
H -1.208 -1.638 -0.369
H -0.496 -1.744 1.291
H 1.789 -0.790 0.207
H 0.541 0.346 2.269
H 0.398 1.881 1.400
H -1.057 1.073 2.021
H -0.203 0.950 -3.437
H -0.683 0.722 -0.414
*
```



3 | Density functional theory data (wB97M-V/def2-TZVPD) for an isolated ion of composition C3H8N3 and charge +1.

Output
Highest occupied orbital energy ... -0.5466 Eh
M ... 86.1 g/mol
Kohn-Sham gap ... 10.662 eV
SMILES ... CN1CN1C=[NH2+]

```
! RIJCOSX wB97M-V def2-TZVPD def2/J DEFGRID3
* xyz 1 1
C -1.567 -0.060 0.227
C 0.272 1.248 -0.668
C 1.821 -0.225 0.488
N -0.309 0.331 0.125
N -1.662 -1.265 -0.121
N 0.782 -0.075 -0.552
H -2.379 0.581 0.635
H -0.106 1.427 -1.667
H 0.454 2.275 -0.272
H 2.093 -1.232 0.538
H 2.702 0.465 0.462
H 1.331 0.109 1.485
H -2.483 -1.851 0.083
H -0.950 -1.729 -0.763
*
```



4 | Density functional theory data (wB97M-V/def2-TZVPD) for C3H8N3 as an isolated structure.

Output
Highest occupied orbital energy (alpha / beta) ... -0.4628 / -0.4592 Eh
M ... 86.1 g/mol
Kohn-Sham gap (alpha / beta) ... 8.326 / 8.277 eV

```
! RIJCOSX wB97M-V def2-TZVPD def2/J DEFGRID3
* xyz 1 1
C -1.372 -0.598 0.701
C -0.073 -0.251 0.050
C -0.057 0.860 -1.018
N -1.239 -1.821 0.031
N -0.035 -1.637 -0.533
N 0.925 0.012 1.161
H -2.112 -0.241 1.434
H -1.621 -2.856 -0.203
H -0.776 0.570 -1.700
H 1.003 0.755 -1.385
H -0.140 1.883 -0.614
H 0.852 -0.744 1.802
H 0.689 0.964 1.526
H 1.943 -0.029 0.872
*
```



Decreasing stability: 1, 3, 4, 2



1 | Density functional theory data (wB97M-V/def2-TZVPD) for an isolated ion of composition C3H8N3 and charge +1.

Output
Highest occupied orbital energy ... -0.5298 Eh
M ... 86.1 g/mol
Kohn-Sham gap ... 10.132 eV
SMILES ... C=NN(C)C=[NH2+]

```
! RIJCOSX wB97M-V def2-TZVPD def2/J DEFGRID3
* xyz 1 1
C -0.923 1.767 -0.015
C 1.475 -0.733 -0.060
C -1.334 -1.063 0.080
N 0.099 1.044 -0.035
N 0.172 -0.284 -0.030
N 2.463 0.144 0.085
H -2.032 1.500 -0.032
H -0.768 2.861 -0.162
H 1.517 -1.785 -0.193
H -1.777 -0.161 0.599
H -1.284 -2.026 0.664
H -1.585 -1.365 -0.962
H 2.306 1.216 0.218
H 3.359 -0.081 -0.230
*
```



2 | Density functional theory data (wB97M-V/def2-TZVPD) for a 2-piece molecular cluster, C3H8N3 overall.

Output
Highest occupied orbital energy ... -0.5247 Eh
M ... 86.1 g/mol
Kohn-Sham gap ... 9.813 eV

```
! RIJCOSX wB97M-V def2-TZVPD def2/J DEFGRID3
* xyz 1 1
C 1.385 0.707 -0.244
C -0.938 -0.157 0.817
C -1.866 -1.046 0.493
N 1.327 -0.031 -1.180
N 1.853 1.666 0.440
N 0.782 -0.942 -1.860
H -0.040 -0.531 1.247
H -1.131 0.908 0.573
H -1.891 -2.071 0.831
H -2.811 -0.883 -0.003
H 2.163 2.531 0.060
H 1.733 1.660 1.518
H -0.118 -1.426 -1.745
H 1.517 -1.513 -2.277
*
```



3 | Density functional theory data (wB97M-V/def2-TZVPD) for an isolated ion of composition C3H8N3 and charge +1.

Output
Highest occupied orbital energy ... -0.5273 Eh
M ... 86.1 g/mol
Kohn-Sham gap ... 10.678 eV
SMILES ... C[N@@H+]1CN=CN1

```
! RIJCOSX wB97M-V def2-TZVPD def2/J DEFGRID3
* xyz 1 1
C 1.676 -0.716 -0.296
C 0.589 1.144 0.224
C -1.545 -0.002 -0.343
N 1.769 0.535 -0.238
N 0.495 -1.140 0.274
N -0.305 -0.081 0.491
H 2.539 -1.175 -0.649
H 0.722 1.762 1.102
H 0.187 1.823 -0.420
H -1.348 0.206 -1.372
H -2.123 -1.014 -0.392
H -2.058 0.789 0.044
H -0.160 -2.189 0.031
H -0.438 0.058 1.543
*
```



Decreasing stability: 1, 3, 2



1 | Density functional theory data (wB97M-V/def2-TZVPD) for an isolated ion of composition C3H8N3 and charge +1.

Output
Highest occupied orbital energy ... -0.5193 Eh
M ... 86.1 g/mol
Kohn-Sham gap ... 8.652 eV
SMILES ... CC=[N+]=NCN

```
! RIJCOSX wB97M-V def2-TZVPD def2/J DEFGRID3
* xyz 1 1
C 2.093 -0.207 0.286
C -1.502 -0.841 -0.245
C -2.556 0.233 -0.053
N 0.821 -0.833 0.482
N -0.247 -0.908 -0.041
N 2.260 0.418 -1.017
H 2.072 0.307 1.251
H 2.932 -0.893 0.345
H -1.831 -1.768 -0.737
H -3.192 0.442 -0.935
H -2.160 1.161 0.396
H -3.291 -0.275 0.574
H 1.382 0.666 -1.578
H 2.870 -0.027 -1.626
*
```



2 | Density functional theory data (wB97M-V/def2-TZVPD) for an isolated ion of composition C3H8N3 and charge +1.

Output
Highest occupied orbital energy ... -0.4988 Eh
M ... 86.1 g/mol
Kohn-Sham gap ... 9.971 eV
SMILES ... [H]/N=N/C[NH+]1CC1

```
! RIJCOSX wB97M-V def2-TZVPD def2/J DEFGRID3
* xyz 1 1
C 1.711 -0.108 -0.563
C 1.298 0.608 0.678
C -0.962 -0.652 -0.389
N -2.896 0.666 0.228
N -1.659 0.633 0.083
N 0.506 -0.560 0.080
H 1.615 0.274 -1.563
H 2.508 -0.742 -0.543
H 1.960 0.600 1.599
H 0.782 1.512 0.568
H -1.305 -1.584 0.075
H -1.130 -0.680 -1.489
H -3.183 1.496 0.647
H 0.756 -1.462 0.590
*
```



Decreasing stability: 1, 2



1 | Density functional theory data (wB97M-V/def2-TZVPD) for a single C4H6 molecule.

Output
Highest occupied orbital energy ... -0.3305 Eh
M ... 54.1 g/mol
Kohn-Sham gap ... 10.033 eV
SMILES ... C=CC=C

```
! RIJCOSX wB97M-V def2-TZVPD def2/J DEFGRID3
* xyz 0 1
C -0.383 1.026 1.502
C 0.351 0.418 0.550
C -0.256 -0.214 -0.618
C 0.325 -0.962 -1.533
H 0.243 1.225 2.416
H -1.503 1.127 1.646
H 1.330 0.155 0.734
H -1.327 -0.102 -0.730
H 1.339 -1.181 -1.551
H -0.118 -1.492 -2.416
*
```



2 | Density functional theory data (wB97M-V/def2-TZVPD) for C4H6 as an isolated structure.

Output
Highest occupied orbital energy ... -0.3205 Eh
M ... 54.1 g/mol
Kohn-Sham gap ... 10.037 eV

```
! RIJCOSX wB97M-V def2-TZVPD def2/J DEFGRID3
* xyz 0 1
C -0.118 1.078 -0.364
C -0.204 -1.110 -0.033
C -0.560 0.085 0.657
C 0.817 0.032 -0.062
H -0.604 1.232 -1.377
H 0.023 2.030 -0.007
H 0.212 -1.933 0.524
H -0.498 -1.604 -1.313
H -0.869 0.247 1.661
H 1.800 -0.058 0.315
*
```



3 | Density functional theory data (wB97M-V/def2-TZVPD) for a single C4H6 molecule.

Output
Highest occupied orbital energy ... -0.3447 Eh
M ... 54.1 g/mol
Kohn-Sham gap ... 10.463 eV
SMILES ... CC#CC

```
! RIJCOSX wB97M-V def2-TZVPD def2/J DEFGRID3
* xyz 0 1
C -2.076 -0.092 -0.036
C -0.615 -0.095 0.001
C 0.587 -0.003 0.047
C 2.049 0.034 0.023
H -2.442 -0.394 -1.024
H -2.452 0.914 0.186
H -2.484 -0.778 0.713
H 2.482 0.181 1.017
H 2.398 0.856 -0.606
H 2.448 -0.909 -0.374
*
```



Decreasing stability: 3, 1, 2